Formula: C35H60NO28
Source: the OMol25 dataset
Level of theory: ωB97M-V/def2-TZVPD

Bonds (Å) are listed after each position.
CARTESIAN COORDINATES (ANGSTROEM)
1 C 2.0390 0.2091 0.1840  C2 1.576, H12 1.090, H13 1.090, H14 1.090
2 C 1.2692 0.8203 -1.0477  C1 1.576, C3 1.567, N7 1.541, C11 1.526
3 C 0.1608 -0.1366 -1.6043  C2 1.567, C4 1.566, H15 1.090, H16 1.090
4 C -0.9256 -0.5347 -0.5493  C3 1.566, C5 1.554, H17 1.090, H18 1.090
5 C -1.4429 0.7729 0.1122  C4 1.554, C6 1.617, H19 1.090, H20 1.090
6 C -0.8643 2.1790 -0.4373  C5 1.617, N7 1.529, C9 1.508, C10 1.572
7 N 0.6621 2.1346 -0.5210  C2 1.541, C6 1.529, O8 1.391
8 O 1.3711 3.2827 -0.1845  N7 1.391
9 C -1.1600 3.1402 0.6864  C6 1.508, H21 1.090, H22 1.090, H23 1.090
10 C -1.4616 2.6033 -1.8285  C6 1.572, H24 1.090, H25 1.090, H26 1.090
11 C 2.1722 1.2331 -2.2064  C2 1.526, H27 1.090, H28 1.090, H29 1.090
12 H 2.4186 -0.7648 -0.1253  C1 1.090
13 H 1.3276 -0.1581 0.9237  C1 1.090
14 H 2.9234 0.7765 0.4738  C1 1.090
15 H 0.6471 -1.0626 -1.9113  C3 1.090
16 H -0.2872 0.1892 -2.5431  C3 1.090
17 H -0.7931 -1.3995 0.1008  C4 1.090
18 H -1.7300 -1.0525 -1.0717  C4 1.090
19 H -1.3418 0.7538 1.1973  C5 1.090
20 H -2.5298 0.7132 0.0547  C5 1.090
21 H -1.0470 4.1452 0.2797  C9 1.090
22 H -0.5995 3.0060 1.6116  C9 1.090
23 H -2.2238 3.0706 0.9136  C9 1.090
24 H -1.2086 2.1093 -2.7666  C10 1.090
25 H -1.0651 3.5843 -2.0901  C10 1.090
26 H -2.5417 2.7251 -1.7468  C10 1.090
27 H 1.7232 1.7426 -3.0590  C11 1.090
28 H 2.7129 0.3489 -2.5441  C11 1.090
29 H 2.9597 1.9472 -1.9657  C11 1.090
30 C -5.4225 0.8290 -1.0305  C31 1.543, O35 1.304, H36 1.090, H37 1.090
31 C -5.9842 -0.6080 -1.0482  C30 1.543, O32 1.417, H38 1.090, H39 1.090
32 O -7.3155 -0.3958 -0.6111  C31 1.417, C33 1.373
33 C -7.4686 0.8989 -0.1806  O32 1.373, O34 1.222, O35 1.333
34 O -8.5107 1.3430 0.2784  C33 1.222
35 O -6.2988 1.5157 -0.3510  C30 1.304, C33 1.333
36 H -5.2663 1.2723 -2.0139  C30 1.090
37 H -4.3752 0.7712 -0.7340  C30 1.090
38 H -5.5082 -1.2496 -0.3066  C31 1.090
39 H -6.0480 -1.0236 -2.0538  C31 1.090
40 C -2.0863 -1.9637 -5.1751  C41 1.505, O45 1.365, H46 1.090, H47 1.090
41 C -2.6386 -0.9321 -6.1216  C40 1.505, O42 1.460, H48 1.090, H49 1.090
42 O -3.4747 -0.2379 -5.1470  C41 1.460, C43 1.320
43 C -3.0546 -0.4572 -3.9153  O42 1.320, O44 1.253, O45 1.314
44 O -3.4707 0.1185 -2.8826  C43 1.253
45 O -2.2572 -1.5012 -3.9024  C40 1.365, C43 1.314
46 H -1.0157 -2.1408 -5.2776  C40 1.090
47 H -2.5861 -2.9139 -5.3635  C40 1.090
48 H -3.2725 -1.3239 -6.9171  C41 1.090
49 H -1.9322 -0.2127 -6.5359  C41 1.090
50 C -1.0754 5.3312 4.2127  C51 1.467, O55 1.425, H56 1.090, H57 1.090
51 C -0.4108 6.2217 5.1707  C50 1.467, O52 1.413, H58 1.090, H59 1.090
52 O 0.6851 6.7649 4.4629  C51 1.413, C53 1.372
53 C 0.9227 6.0742 3.3015  O52 1.372, O54 1.296, O55 1.393
54 O 1.8966 6.1474 2.4497  C53 1.296
55 O -0.1198 5.1601 3.1689  C50 1.425, C53 1.393
56 H -2.0695 5.7010 3.9616  C50 1.090
57 H -1.1965 4.3931 4.7544  C50 1.090
58 H 0.0388 5.7298 6.0333  C51 1.090
59 H -1.1003 7.0351 5.3964  C51 1.090
60 C -3.7287 -4.7231 0.7139  C61 1.505, O65 1.389, H66 1.090, H67 1.090
61 C -2.8832 -3.5158 1.0192  C60 1.505, O62 1.387, H68 1.090, H69 1.090
62 O -2.5618 -3.6796 2.3585  C61 1.387, C63 1.296
63 C -3.3972 -4.5034 2.9092  O62 1.296, O64 1.219, O65 1.319
64 O -3.4325 -4.7780 4.0959  C63 1.219
65 O -4.2216 -4.9667 1.9896  C60 1.389, C63 1.319
66 H -3.2837 -5.6870 0.4672  C60 1.090
67 H -4.5996 -4.4644 0.1116  C60 1.090
68 H -3.3080 -2.5321 0.8189  C61 1.090
69 H -1.9811 -3.4200 0.4149  C61 1.090
70 C 4.8446 -3.3262 -1.6013  C71 1.496, O75 1.405, H76 1.090, H77 1.090
71 C 6.3155 -3.1896 -1.3663  C70 1.496, O72 1.377, H78 1.090, H79 1.090
72 O 6.4222 -2.1960 -0.4189  C71 1.377, C73 1.357
73 C 5.2837 -1.4628 -0.5036  O72 1.357, O74 1.219, O75 1.358
74 O 5.1199 -0.3357 -0.0697  C73 1.219
75 O 4.2808 -2.1261 -1.1358  C70 1.405, C73 1.358
76 H 4.3741 -4.1917 -1.1347  C70 1.090
77 H 4.8468 -3.5624 -2.6654  C70 1.090
78 H 6.9663 -3.0916 -2.2352  C71 1.090
79 H 6.6069 -4.1288 -0.8961  C71 1.090
80 C 5.1296 3.0738 1.1755  C81 1.478, O85 1.395, H86 1.090, H87 1.090
81 C 5.4306 2.3808 2.4459  C80 1.478, O82 1.423, H88 1.090, H89 1.090
82 O 4.6896 3.2595 3.2851  C81 1.423, C83 1.315
83 C 4.7481 4.4804 2.8011  O82 1.315, O84 1.245, O85 1.306
84 O 4.6072 5.5040 3.4951  C83 1.245
85 O 5.0128 4.4199 1.5240  C80 1.395, C83 1.306
86 H 4.1665 2.6273 0.9281  C80 1.090
87 H 5.8221 2.8564 0.3623  C80 1.090
88 H 6.4520 2.2961 2.8169  C81 1.090
89 H 5.1622 1.3252 2.4896  C81 1.090
90 C -0.6496 -0.2155 4.2844  C91 1.428, O95 1.443, H96 1.090, H97 1.090
91 C -0.6147 0.8886 5.1887  C90 1.428, O92 1.470, H98 1.090, H99 1.090
92 O 0.1284 1.9428 4.4835  C91 1.470, C93 1.359
93 C 0.8771 1.3566 3.5125  O92 1.359, O94 1.285, O95 1.383
94 O 1.9040 1.8110 2.8869  C93 1.285
95 O 0.3970 0.0719 3.3329  C90 1.443, C93 1.383
96 H -1.6022 -0.2710 3.7574  C90 1.090
97 H -0.5259 -1.2456 4.6188  C90 1.090
98 H -0.2386 0.6332 6.1794  C91 1.090
99 H -1.6650 1.1211 5.3646  C91 1.090
100 C 1.4172 -3.4799 2.5184  C101 1.554, O105 1.368, H106 1.090, H107 1.090
101 C 1.3563 -4.9780 2.1086  C100 1.554, O102 1.390, H108 1.090, H109 1.090
102 O 1.0322 -5.0047 0.7570  C101 1.390, C103 1.338
103 C 0.8872 -3.7498 0.3168  O102 1.338, O104 1.179, O105 1.314
104 O 0.4743 -3.5008 -0.7593  C103 1.179
105 O 1.0367 -2.9245 1.3278  C100 1.368, C103 1.314
106 H 2.3527 -3.2186 3.0131  C100 1.090
107 H 0.6670 -3.1746 3.2478  C100 1.090
108 H 0.5098 -5.5024 2.5519  C101 1.090
109 H 2.2649 -5.5759 2.1793  C101 1.090
110 O -3.8279 1.5558 2.8930  H111 0.957, H112 0.957
111 H -4.2038 2.4060 2.6647  O110 0.957
112 H -3.9702 1.4760 3.8362  O110 0.957
113 O 0.5514 3.9525 -4.2967  H114 0.957, H115 0.957
114 H -0.2031 3.6286 -4.7886  O113 0.957
115 H 1.1980 4.1735 -4.9671  O113 0.957
116 C 1.8662 -3.8678 -5.6201  C117 1.591, H119 1.090, H120 1.090, H121 1.090
117 C 2.2224 -3.2501 -4.1973  C116 1.591, O118 1.411, H122 1.090, H123 1.090
118 O 1.1284 -2.4913 -3.7291  C117 1.411, H124 0.960
119 H 1.4159 -3.1447 -6.3002  C116 1.090
120 H 1.2528 -4.7283 -5.3530  C116 1.090
121 H 2.7847 -4.2942 -6.0234  C116 1.090
122 H 2.9356 -2.4571 -4.4220  C117 1.090
123 H 2.6702 -3.9733 -3.5157  C117 1.090
124 H 0.5378 -3.0369 -3.2047  O118 0.960

Total charge: +1
LUMO level: -5.560 eV
Orbital gap: 5.8 eV
HOMO energy: -11.342 eV
F_max: 9.67 eV/A

---

Formula: C17H30O8P2
Source: the OMol25 dataset
Level of theory: ωB97M-V/def2-TZVPD

Bonds (Å) are listed after each position.
CARTESIAN COORDINATES (ANGSTROEM)
1 C -5.8907 -1.7998 1.8262  O2 1.413, H22 1.094, H23 1.089, H24 1.093
2 O -5.8626 -0.3921 1.9434  C1 1.413, C3 1.412
3 C -4.5692 0.1606 2.0672  O2 1.412, C4 1.540, H25 1.095, H26 1.093
4 C -3.9802 0.6171 0.7193  C3 1.540, C5 1.541, H27 1.091, H28 1.090
5 C -2.4839 0.2935 0.5466  C4 1.541, C6 1.542, H29 1.091, H30 1.095
6 C -1.5336 1.4880 0.7643  C5 1.542, C7 1.537, H31 1.092, H32 1.091
7 C -0.2828 1.1014 1.5693  C6 1.537, C8 1.543, H33 1.093, H34 1.093
8 C 0.9466 1.9814 1.2590  C7 1.543, C9 1.540, H35 1.093, H36 1.089
9 C 2.0032 1.2291 0.4288  C8 1.540, C10 1.546, H37 1.090, H38 1.093
10 C 3.0465 0.4844 1.2936  C9 1.546, C11 1.533, H39 1.088, H40 1.089
11 C 3.0009 -1.0370 1.1090  C10 1.533, O12 1.436, P18 1.864, H41 1.091
12 O 3.9655 -1.3473 0.0909  C11 1.436, C13 1.352
13 C 3.6884 -2.3368 -0.7869  O12 1.352, O14 1.186, P15 1.886
14 O 4.0114 -2.2260 -1.9230  C13 1.186
15 P 2.8256 -3.8919 -0.1596  C13 1.886, O16 1.628, O17 1.643
16 O 4.0724 -4.8878 -0.4801  P15 1.628, H42 0.965
17 O 1.8517 -4.0643 -1.4719  P15 1.643, H43 0.964
18 P 3.4800 -2.0071 2.6273  C11 1.864, O19 1.463, O20 1.605, O21 1.600
19 O 4.5351 -2.9745 2.3275  P18 1.463
20 O 2.1379 -2.6923 3.1796  P18 1.605, H44 0.968
21 O 3.9832 -0.9860 3.7522  P18 1.600, H45 0.965
22 H -5.7823 -2.1052 0.7809  C1 1.094
23 H -6.8562 -2.1387 2.1990  C1 1.089
24 H -5.1123 -2.2751 2.4291  C1 1.093
25 H -3.8942 -0.5393 2.5714  C3 1.095
26 H -4.6640 1.0261 2.7279  C3 1.093
27 H -4.5456 0.1145 -0.0669  C4 1.091
28 H -4.1555 1.6881 0.6184  C4 1.090
29 H -2.2971 -0.1850 -0.4154  C5 1.091
30 H -2.2262 -0.4593 1.2986  C5 1.095
31 H -1.2256 1.9113 -0.1939  C6 1.092
32 H -2.0899 2.2584 1.3009  C6 1.091
33 H -0.5282 1.2119 2.6285  C7 1.093
34 H -0.0381 0.0547 1.3724  C7 1.093
35 H 1.4280 2.2370 2.2063  C8 1.093
36 H 0.6715 2.9202 0.7796  C8 1.089
37 H 2.5319 1.9255 -0.2227  C9 1.090
38 H 1.5025 0.5100 -0.2250  C9 1.093
39 H 4.0402 0.8124 0.9945  C10 1.088
40 H 2.9008 0.7211 2.3463  C10 1.089
41 H 2.0031 -1.3232 0.7717  C11 1.091
42 H 3.7622 -5.7934 -0.3554  O16 0.965
43 H 1.2359 -4.7794 -1.2735  O17 0.964
44 H 1.4235 -2.0455 3.2699  O20 0.968
45 H 3.2820 -0.5016 4.2041  O21 0.965
46 C 0.9579 1.6216 -3.5342  C47 1.388, C51 1.388, H52 1.083
47 C 0.1905 2.5543 -2.8502  C46 1.388, C48 1.388, H53 1.083
48 C -0.7970 3.2665 -3.5165  C47 1.388, C49 1.388, H54 1.083
49 C -1.0135 3.0487 -4.8699  C48 1.388, C50 1.388, H55 1.082
50 C -0.2403 2.1222 -5.5560  C49 1.388, C51 1.388, H56 1.082
51 C 0.7448 1.4078 -4.8885  C46 1.388, C50 1.388, H57 1.082
52 H 1.7245 1.0617 -3.0127  C46 1.083
53 H 0.3623 2.7255 -1.7943  C47 1.083
54 H -1.3973 3.9916 -2.9817  C48 1.083
55 H -1.7843 3.6021 -5.3905  C49 1.082
56 H -0.4060 1.9563 -6.6126  C50 1.082
57 H 1.3464 0.6839 -5.4224  C51 1.082

SMILES: COCCCCCCCC[C@@H](OC(=O)P(O)O)P(=O)(O)O.c1ccccc1
LUMO level: -0.232 eV
Orbital gap: 8.6 eV
HOMO energy: -8.867 eV
F_max: 1.32 eV/A